Record 1
C7H8 | wB97M-V/def2-TZVPD

Output
2S+1 = 1
ΔE to the lowest compared entry with this formula, charge and spin = 266.56 kJ/mol
Structure (SMILES) = C=CC1=CCC=C1
LUMO level = 0.95 eV
Strongest force on any atom = 4.996 eV Å⁻¹
Kohn-Sham gap = 9.3 eV

Structure (XYZ):
```
15
Properties=species:S:1:pos:R:3:lowdin_charge:R:1
H 1.96 -1.58 -0.31 0.116
C -0.68 -1.15 -0.06 -0.104
C -0.40 1.22 -0.01 -0.029
C -2.01 -0.59 0.08 -0.193
H -0.18 -2.17 0.23 0.146
H 3.76 -0.20 -0.10 0.085
C 0.27 -0.18 0.06 -0.244
H -2.67 -0.89 -0.79 0.136
H -2.53 1.71 -0.22 0.122
H -2.51 -0.88 0.99 0.112
C -1.70 0.94 -0.02 -0.106
C 2.75 0.32 0.10 -0.005
H 0.16 2.13 -0.22 0.100
H 2.52 1.34 0.37 0.045
C 1.69 -0.48 -0.13 -0.182
```

Record 2
C3H6N2O2S | wB97M-V/def2-TZVPD

Output
2S+1 = 1
ΔE to the lowest compared entry with this formula, charge and spin = 261.55 kJ/mol
Structure (SMILES) = CON(C=S)C(N)=O
LUMO level = -0.09 eV
Strongest force on any atom = 2.074 eV Å⁻¹
Kohn-Sham gap = 9.2 eV

Structure (XYZ):
```
14
Properties=species:S:1:pos:R:3:lowdin_charge:R:1
C 1.28 0.05 -0.20 -0.602
H 0.10 2.52 -1.15 0.094
C -0.80 1.94 -1.46 -0.059
H -1.53 2.04 -0.62 0.098
N -0.86 -1.13 1.43 0.156
H 0.09 -1.34 1.74 -0.005
C -1.16 -0.46 0.27 -0.545
H 1.83 0.64 -0.96 0.094
O -2.27 -0.25 -0.13 0.098
O -0.39 0.59 -1.66 -0.115
S 2.13 -0.56 1.07 0.666
N -0.05 0.05 -0.43 -0.111
H -1.21 2.36 -2.39 0.103
H -1.67 -1.61 1.84 0.128
```